1.
This record from the Open Molecules 2025 dataset describes a cluster of 2 separate species, C2H9N2PS in total at a distorted geometry. The level of theory is wB97M-V/def2-TZVPD.

Output
- orbital gap (eV) = 9.1
- HOMO (Eh) = -0.310
- lowest unoccupied orbital energy (eV) = 0.674
- spin multiplicity = 1
- electronic energy (Ha) = -930.54861
- energy above the lowest of the compared OMol25 structures with the same formula, charge and spin (kcal/mol) = 50.62

XYZ file:
```
15
Properties=species:S:1:pos:R:3:forces:R:3
H -4.285 0.294 -0.948 0.7 0.3 0.6
N -4.130 -0.189 -0.023 -1.1 -0.4 -1.0
N -2.994 -0.383 0.353 2.4 0.9 0.4
H -2.126 0.132 -0.121 -2.3 -1.0 0.0
C 0.667 -1.278 -0.358 -1.4 -2.3 -2.2
P 1.166 0.434 -0.792 0.8 0.5 0.8
C 2.479 0.542 0.528 0.4 -1.4 0.3
S -0.319 1.470 0.323 -0.6 -2.2 1.3
H 1.567 -1.991 -0.167 -1.7 1.4 -0.3
H -0.109 -1.376 0.431 0.8 0.1 -0.2
H 0.088 -1.687 -1.352 1.5 0.7 2.4
H 2.882 -0.526 0.388 0.1 1.7 0.7
H 3.284 1.284 0.375 -0.5 -0.4 -0.1
H 2.032 0.670 1.564 0.6 -0.3 -1.3
H -0.202 2.605 -0.203 0.3 2.4 -1.4
```
Positions in Å, forces in eV/Å.

---

2.
This record from the Open Molecules 2025 dataset describes the molecule C4H6S2 at a distorted geometry. The level of theory is wB97M-V/def2-TZVPD.

Output
- orbital gap (eV) = 9.4
- HOMO (Eh) = -0.315
- lowest unoccupied orbital energy (eV) = 0.865
- spin multiplicity = 1
- electronic energy (Ha) = -952.35845
- energy above the lowest of the compared OMol25 structures with the same formula, charge and spin (kcal/mol) = 6.87

XYZ file:
```
12
Properties=species:S:1:pos:R:3:forces:R:3
C -0.563 1.334 0.338 -3.1 1.0 0.1
S -1.658 0.045 -0.464 0.3 0.9 -0.7
C -0.772 -1.313 0.291 1.3 0.5 -0.3
C 0.628 -0.789 0.656 -0.4 -0.5 -0.6
S 1.749 -0.012 -0.573 -0.2 -0.5 -0.1
C 0.689 0.687 0.667 1.7 -0.2 2.5
H -1.118 1.688 1.256 0.8 -0.5 -0.7
H -0.536 2.223 -0.305 0.3 -0.4 -0.1
H -1.256 -1.426 1.235 -0.3 -1.0 0.7
H -0.754 -2.208 -0.348 -0.2 0.3 0.4
H 1.123 -1.346 1.446 0.1 0.1 -0.1
H 1.187 1.036 1.604 -0.2 0.2 -1.1
```
Positions in Å, forces in eV/Å.

---

3.
This record from the Open Molecules 2025 dataset describes a structure of composition C4H3Li2O2Yb at a distorted geometry. The level of theory is wB97M-V/def2-TZVPD.

Output
- total charge = +4
- orbital gap (alpha / beta) (eV) = 8.6 / 8.4
- HOMO (alpha / beta) (Eh) = -0.878 / -0.903
- lowest unoccupied orbital energy (alpha / beta) (eV) = -15.323 / -16.204
- spin multiplicity = 2
- electronic energy (Ha) = -1476.76023

XYZ file:
```
12
Properties=species:S:1:pos:R:3:forces:R:3
C 2.132 -0.242 -0.232 1.1 0.0 -0.3
O 3.243 -0.291 -0.507 -1.1 0.0 0.3
Yb 5.631 -0.396 -0.806 1.1 0.0 -0.1
Li -2.355 -1.331 0.980 -0.6 -0.3 0.8
C -0.891 1.351 1.488 0.6 -0.6 -0.9
C -1.301 0.902 0.325 1.6 0.7 3.3
C -1.079 0.054 -0.697 -2.3 -2.8 -3.0
O -1.595 -1.187 -0.703 1.7 3.2 0.5
Li -1.782 -2.310 -2.074 -0.4 -0.7 -0.9
H -1.512 1.941 2.168 0.4 0.1 0.1
H -0.715 0.464 -1.650 0.2 -0.3 0.2
H 0.224 1.046 1.708 -2.2 0.8 0.0
```
Positions in Å, forces in eV/Å.

---

4.
This record from the Open Molecules 2025 dataset describes the ion C11H12N3 with charge +1 at a distorted geometry. The level of theory is wB97M-V/def2-TZVPD.

Output
- total charge = +1
- orbital gap (eV) = 4.8
- HOMO (Eh) = -0.396
- lowest unoccupied orbital energy (eV) = -5.992
- spin multiplicity = 1
- electronic energy (Ha) = -590.15410
- energy above the lowest of the compared OMol25 structures with the same formula, charge and spin (kcal/mol) = 169.60

XYZ file:
```
26
Properties=species:S:1:pos:R:3:forces:R:3
C 1.519 0.214 1.049 -4.0 -2.3 -3.0
C 2.462 0.956 1.266 4.4 3.2 3.5
C -2.090 -3.303 0.108 -1.5 1.3 -1.1
C -1.176 -3.244 1.145 -0.4 0.2 -0.1
C -2.144 -2.210 -0.826 0.1 -2.4 1.6
C -0.336 -2.177 1.277 1.7 0.4 1.4
C -1.262 -1.201 -0.728 2.1 2.0 -0.2
C -0.386 -1.112 0.354 2.0 -0.9 0.9
C -2.040 0.791 -1.410 0.4 -1.5 0.7
C -2.210 1.881 -2.331 0.2 0.6 -0.4
C 3.717 2.909 1.148 -1.2 1.3 1.0
N -1.070 -0.094 -1.630 -3.0 0.4 -0.3
N 0.582 -0.137 0.271 0.1 -0.6 1.3
N 3.363 1.695 1.874 -1.3 -2.3 -0.8
H -2.894 -4.089 0.044 1.2 0.8 0.1
H -1.181 -3.954 1.922 0.1 -1.1 0.5
H -2.886 -2.178 -1.549 -1.2 -0.1 -1.4
H 0.455 -2.235 2.109 -1.4 0.5 -1.3
H -3.255 2.235 -2.294 0.5 -0.1 -0.3
H -1.839 1.660 -3.373 -0.2 0.7 0.8
H -1.642 2.636 -1.726 -0.1 0.1 -1.0
H 4.770 3.142 1.194 0.1 0.1 0.0
H 3.304 2.824 0.156 0.5 -0.3 -0.5
H 3.054 3.694 1.589 1.1 -0.1 -0.1
H -0.507 -0.156 -2.479 0.1 -0.2 0.0
H 3.690 1.453 2.841 -0.3 0.5 -1.3
```
Positions in Å, forces in eV/Å.

---

5.
This record from the Open Molecules 2025 dataset describes a structure of composition C17H16F7IN6ReS4Sb at a distorted geometry. The level of theory is wB97M-V/def2-TZVPD.

Output
- orbital gap (alpha / beta) (eV) = 7.3 / 5.4
- HOMO (alpha / beta) (Eh) = -0.316 / -0.316
- lowest unoccupied orbital energy (alpha / beta) (eV) = -1.317 / -3.198
- spin multiplicity = 3
- electronic energy (Ha) = -3894.09756
- energy above the lowest of the compared OMol25 structures with the same formula, charge and spin (kcal/mol) = 33.80

XYZ file:
```
53
Properties=species:S:1:pos:R:3:forces:R:3
Re -0.719 -1.106 2.756 -0.6 -0.3 0.8
C -0.627 3.314 2.836 0.0 -0.2 0.1
C -0.909 1.879 2.562 0.6 -0.3 0.8
N -0.359 0.903 3.255 -1.0 -0.2 -0.9
N 0.546 1.229 4.167 1.6 1.2 0.9
C 0.792 0.328 5.077 -0.9 -0.4 -0.4
N 1.701 0.527 6.031 0.1 0.2 0.1
S -0.204 -1.101 5.117 -0.5 -0.1 -0.6
C -1.822 1.431 1.567 -0.5 -0.6 -0.4
C -2.629 2.268 0.781 0.3 -0.2 0.3
C -3.501 1.715 -0.121 0.0 -0.4 0.0
C -3.547 0.327 -0.242 0.0 0.4 0.2
C -2.739 -0.445 0.557 -0.2 -0.3 0.1
N -1.889 0.076 1.455 0.1 0.2 0.3
H -0.103 3.395 3.783 0.0 0.1 0.0
H -1.556 3.876 2.881 -0.1 0.1 0.0
H -0.001 3.733 2.052 0.1 0.1 -0.1
H 2.353 1.287 5.911 -0.1 0.0 0.0
H 1.993 -0.258 6.590 0.0 0.0 -0.2
H -2.564 3.335 0.906 0.0 0.1 0.0
H -4.146 2.337 -0.719 0.0 0.1 -0.1
H -4.209 -0.147 -0.947 0.0 -0.1 -0.1
H -2.767 -1.522 0.477 0.1 0.0 0.1
S -1.782 -1.380 -4.999 0.1 0.1 0.3
C -0.718 -0.734 -3.913 -1.8 -0.9 -0.1
S -1.149 -0.658 -2.223 1.1 0.3 -0.6
C 0.443 0.110 -1.905 -2.0 -0.6 1.0
N 1.128 0.233 -2.991 1.3 0.5 -0.9
N 0.525 -0.217 -4.095 0.2 0.3 1.1
C 1.247 -0.074 -5.301 0.8 0.2 -0.8
C 2.557 0.398 -5.199 0.0 0.0 0.1
C 3.316 0.594 -6.334 0.0 0.0 -0.1
C 2.790 0.315 -7.585 -0.1 0.0 -0.1
C 1.495 -0.166 -7.686 0.3 0.1 0.0
C 0.719 -0.361 -6.557 -0.2 0.0 0.0
S 0.850 0.621 -0.374 0.5 0.1 -0.1
H 2.971 0.608 -4.226 0.0 0.0 0.0
H 4.322 0.972 -6.241 0.1 0.0 0.0
H 3.383 0.470 -8.474 0.0 0.0 0.0
H 1.072 -0.387 -8.654 0.0 0.0 -0.1
H -0.285 -0.732 -6.671 0.1 0.1 0.1
F -0.840 -2.330 1.342 0.2 0.0 -0.1
F 1.685 -0.896 2.392 -0.3 -0.8 0.1
Sb 2.550 -2.613 2.946 -0.3 0.6 0.9
F 2.673 -1.909 4.750 -0.1 -0.5 -1.2
F 2.970 -4.318 3.634 0.3 0.6 -0.4
F 0.658 -3.110 3.281 0.5 0.7 -0.4
F 2.455 -3.223 1.159 0.0 0.2 0.7
F 4.206 -1.750 2.614 -0.5 -0.7 0.1
I -3.967 -0.251 4.130 -0.1 0.0 0.0
C -2.658 -1.799 3.455 1.0 0.5 -0.1
H -3.203 -2.340 2.684 0.1 0.1 -0.1
H -2.513 -2.451 4.311 -0.1 0.0 0.0
```
Positions in Å, forces in eV/Å.

---

6.
This record from the Open Molecules 2025 dataset describes a cluster of 2 separate species, CH2N2O3S in total at a distorted geometry. The level of theory is wB97M-V/def2-TZVPD.

Output
- orbital gap (eV) = 9.5
- HOMO (Eh) = -0.359
- lowest unoccupied orbital energy (eV) = -0.241
- spin multiplicity = 1
- electronic energy (Ha) = -772.57703
- energy above the lowest of the compared OMol25 structures with the same formula, charge and spin (kcal/mol) = 81.45

XYZ file:
```
9
Properties=species:S:1:pos:R:3:forces:R:3
C -1.685 -1.048 0.703 0.8 2.2 -2.0
N -0.857 0.431 -0.963 1.8 2.8 -1.6
N -1.323 -0.193 -0.016 -2.0 -3.4 3.0
O 1.853 1.693 0.080 0.1 1.7 -0.2
O 1.172 -0.342 1.150 -0.4 -0.9 0.6
O 1.923 -0.385 -1.222 -0.3 0.4 1.2
S 1.543 0.330 -0.033 0.5 -1.4 -2.1
H -1.716 -1.965 1.222 -0.2 -0.2 0.6
H -0.910 1.478 -0.920 -0.3 -1.3 0.4
```
Positions in Å, forces in eV/Å.